[1]
DFT (wB97M-V/def2-TZVPD) results for C8H12BrF2N2O6P2S3 as an isolated structure in a non-equilibrium geometry.

XYZ file:
```
36
Properties=species:S:1:pos:R:3:lowdin_charge:R:1
C -0.086 2.332 2.057 -0.041
C -1.259 1.802 1.117 -0.319
F -1.405 2.659 -0.072 -0.079
C -1.351 0.228 0.817 -0.592
Br -2.554 -0.338 2.341 0.935
N -2.048 0.263 -0.546 0.157
C -1.362 -0.026 -1.650 -0.225
O -1.957 -0.056 -2.944 0.049
C -2.810 -1.231 -2.923 -0.148
N -3.583 -2.150 -2.726 0.234
C 0.140 -0.286 -1.135 -0.493
P 1.208 -1.466 -2.241 0.782
O 2.612 -1.648 -1.580 -0.440
P 1.040 1.332 -1.551 0.396
S 0.370 2.196 -3.190 0.270
C -0.110 -0.718 0.423 -0.410
S 1.382 -0.852 1.561 0.714
C 2.651 0.476 1.393 -0.140
O 0.995 -0.892 3.044 -0.341
O 2.166 -2.148 1.359 -0.306
S -0.796 -2.488 0.562 0.772
O -2.196 -2.628 0.035 -0.302
O 0.027 -3.514 -0.163 -0.280
F -0.804 -3.037 2.171 -0.189
H -0.535 3.130 2.773 0.120
H 0.415 1.561 2.733 0.080
H 0.760 2.904 1.503 0.088
H -2.234 2.065 1.696 0.120
H -3.073 0.462 -0.613 0.218
H 1.450 -0.752 -3.475 0.045
H 0.543 -2.700 -2.530 0.055
H 1.023 2.330 -0.533 -0.015
H 2.440 1.047 -1.821 0.033
H 2.302 1.486 1.008 0.026
H 3.168 0.591 2.421 0.122
H 3.472 0.068 0.683 0.104
```

Values from the calculation:
- Total charge: +1
- Lowest unoccupied orbital energy: -6.20 eV
- Orbital gap: 6.760 eV
- Max |F|: 9.3 eV/A


[2]
DFT (wB97M-V/def2-TZVPD) results for C8H28O6 as an isolated structure in a non-equilibrium geometry.

XYZ file:
```
42
Properties=species:S:1:pos:R:3:lowdin_charge:R:1
O -1.302 2.053 -2.344 0.036
H -1.442 2.610 -3.109 0.123
H -1.688 2.542 -1.617 0.086
O 0.780 -0.645 2.823 -0.081
H -0.131 -0.847 2.608 -0.045
H 0.935 -1.093 3.654 0.049
C -0.476 1.958 1.628 -0.087
C 0.135 3.151 1.016 -0.271
O -0.728 3.607 -0.046 -0.104
H -0.948 1.320 0.880 0.048
H -1.264 2.131 2.360 0.093
H 0.343 1.377 2.052 0.070
H 1.035 2.821 0.496 0.113
H 0.282 4.024 1.654 0.116
H -0.079 3.834 -0.716 0.078
C -0.886 -3.046 1.874 -0.108
C -2.068 -2.140 1.744 -0.305
O -1.774 -1.163 2.707 -0.086
H -0.801 -3.569 0.922 0.092
H -0.919 -3.596 2.815 0.087
H 0.103 -2.653 2.107 0.068
H -2.891 -2.705 2.180 0.120
H -2.216 -1.802 0.718 0.105
H -2.065 -1.615 3.503 0.109
C -0.116 -0.677 -0.010 -0.022
C -0.615 0.288 -1.061 -0.306
O 0.326 1.293 -1.264 -0.072
H -0.796 -1.523 0.093 0.047
H 0.037 -0.176 0.946 0.042
H 0.760 -1.156 -0.445 0.073
H -1.563 0.806 -0.918 0.125
H -0.664 -0.228 -2.020 0.134
H -0.163 1.913 -1.809 -0.056
C 2.897 -1.355 -3.179 -0.086
C 2.213 -0.489 -2.089 -0.338
O 1.066 -0.042 -2.701 -0.108
H 3.855 -1.695 -2.785 0.061
H 3.113 -0.825 -4.107 0.065
H 2.242 -2.195 -3.411 0.069
H 2.905 0.309 -1.820 0.114
H 2.118 -1.168 -1.241 0.088
H 0.451 0.368 -2.089 -0.137
```

Values from the calculation:
- Total charge: 0
- Lowest unoccupied orbital energy: 0.41 eV
- Energy above the lowest of the compared OMol25 structures with the same formula, charge and spin: 6.685 eV
- Orbital gap: 8.535 eV
- Max |F|: 6.9 eV/A


[3]
DFT (wB97M-V/def2-TZVPD) results for a 2-piece molecular cluster, CH4NO2P overall in a non-equilibrium geometry.

XYZ file:
```
9
Properties=species:S:1:pos:R:3:lowdin_charge:R:1
C 0.578 0.891 0.008 -0.258
N -1.372 -0.192 -0.012 -0.348
O -1.255 -1.382 -0.110 -0.024
O -2.328 0.518 -0.061 0.039
P 1.643 -0.587 -0.013 0.781
H 0.436 1.634 -0.734 0.018
H 0.785 1.260 0.992 -0.001
H 0.828 -1.097 -0.984 -0.124
H 0.685 -1.045 0.913 -0.084
```

Values from the calculation:
- Total charge: 0
- Lowest unoccupied orbital energy (alpha / beta): -0.69 / -0.68 eV
- Energy above the lowest of the compared OMol25 structures with the same formula, charge and spin: 6.583 eV
- Orbital gap (alpha / beta): 8.506 / 8.514 eV
- Max |F|: 3.3 eV/A


[4]
DFT (wB97M-V/def2-TZVPD) results for a 2-piece molecular cluster, C3H5F2IO overall in a non-equilibrium geometry.

XYZ file:
```
12
Properties=species:S:1:pos:R:3:lowdin_charge:R:1
C 1.669 0.034 0.281 -0.048
C 1.340 -1.340 -0.271 -0.283
C -1.770 1.615 -0.048 -0.510
O 0.240 -1.690 -0.668 -0.106
F -2.156 2.222 1.069 -0.067
F -2.602 2.176 -1.027 -0.123
I -2.499 -0.624 0.187 1.045
H 1.908 0.824 -0.409 0.080
H 2.449 -0.198 0.961 0.050
H 0.739 0.316 0.917 0.100
H 2.216 -2.152 -0.160 0.149
H -1.534 -1.184 -0.831 -0.286
```

Values from the calculation:
- Total charge: 0
- Lowest unoccupied orbital energy: 0.52 eV
- Energy above the lowest of the compared OMol25 structures with the same formula, charge and spin: 3.578 eV
- Orbital gap: 8.848 eV
- Max |F|: 4.0 eV/A


[5]
DFT (wB97M-V/def2-TZVPD) results for one molecule with the formula C4H10N2O in a non-equilibrium geometry.

XYZ file:
```
17
Properties=species:S:1:pos:R:3:lowdin_charge:R:1
N 0.215 -2.302 0.135 -0.011
C 0.234 -1.292 -0.916 -0.285
C -0.613 -0.050 -0.599 -0.175
C -0.007 0.786 0.530 -0.377
N 1.277 1.370 0.199 0.055
C -0.995 1.910 0.913 -0.207
O -2.146 1.925 0.553 0.049
H 0.987 -2.813 0.507 0.055
H -0.508 -2.164 0.810 0.053
H -0.266 -1.760 -1.781 0.097
H 1.268 -1.174 -1.244 0.107
H -1.652 -0.261 -0.349 0.114
H -0.658 0.454 -1.570 0.119
H 0.093 0.033 1.327 0.142
H 1.285 1.690 -0.753 0.082
H 2.072 0.979 0.651 0.069
H -0.583 2.668 1.588 0.113
```

Values from the calculation:
- Total charge: 0
- Lowest unoccupied orbital energy: 0.87 eV
- Energy above the lowest of the compared OMol25 structures with the same formula, charge and spin: 2.149 eV
- Orbital gap: 9.626 eV
- Max |F|: 1.9 eV/A


[6]
DFT (wB97M-V/def2-TZVPD) results for C20H15AuI2N3O8S2Te as an isolated structure.

XYZ file:
```
52
Properties=species:S:1:pos:R:3:lowdin_charge:R:1
Au -0.728 -0.031 -0.710 0.992
Te 2.165 -1.833 0.036 0.818
C 4.067 -1.111 -0.490 -0.559
C 4.555 -1.107 -1.786 -0.148
C 5.814 -0.569 -2.017 -0.054
C 6.555 -0.043 -0.966 -0.049
C 6.049 -0.052 0.327 -0.055
C 4.795 -0.591 0.575 -0.153
C 1.157 0.593 -1.060 -0.566
C 1.674 0.620 -2.365 -0.224
C 2.732 1.451 -2.700 -0.071
C 3.275 2.305 -1.752 -0.048
C 2.772 2.306 -0.455 -0.063
C 1.721 1.473 -0.117 -0.166
H 3.980 -1.518 -2.605 0.060
H 6.217 -0.567 -3.022 0.118
H 7.537 0.370 -1.155 0.117
H 6.630 0.352 1.146 0.117
H 4.409 -0.612 1.589 0.102
H 1.263 -0.034 -3.125 0.074
H 3.116 1.442 -3.713 0.121
H 4.082 2.975 -2.022 0.118
H 3.193 2.967 0.292 0.117
H 1.361 1.477 0.907 0.107
C -2.162 3.801 1.177 -0.040
O -1.612 2.778 0.305 -0.201
C -1.770 2.961 -0.972 -1.323
S -2.383 4.203 -1.824 0.769
S -1.246 1.753 -2.082 0.781
H -1.920 3.478 2.183 0.099
H -3.237 3.848 1.028 0.085
H -1.699 4.757 0.949 0.089
O -7.114 -2.730 3.244 0.106
N -6.002 -3.179 3.079 -0.352
O -5.556 -4.176 3.603 0.100
C -5.104 -2.422 2.195 -0.115
C -3.836 -2.872 1.993 0.100
C -2.976 -2.164 1.150 -0.052
C -3.391 -0.989 0.455 -0.256
O -2.767 -0.385 -0.474 -0.172
C -4.708 -0.553 0.798 -0.043
C -5.558 -1.249 1.599 0.111
N -5.181 0.729 0.263 -0.330
O -6.335 0.795 -0.093 0.128
O -4.387 1.647 0.251 0.093
N -1.668 -2.710 1.013 -0.293
O -0.748 -2.069 0.443 -0.238
O -1.420 -3.796 1.473 0.132
H -3.504 -3.773 2.486 0.141
H -6.562 -0.890 1.783 0.148
I 1.431 -3.072 -2.190 0.488
I 3.025 -3.986 1.355 0.339
```

Values from the calculation:
- Total charge: +1
- Lowest unoccupied orbital energy (alpha / beta): -5.07 / -5.07 eV
- Orbital gap (alpha / beta): 6.331 / 6.332 eV
- Max |F|: 1.0 eV/A